Entry 1:
# C14H15N3O2

C14H15N3O2 in the gas phase (ωB97M-V/def2-TZVPD, OMol25).

XYZ file:
```
34
Properties=species:S:1:pos:R:3:lowdin_charge:R:1
C 1.58636 2.41622 -5.60594 -0.06
O 1.45029 2.64170 -4.18660 -0.08
C 1.19141 1.55932 -3.35910 -0.14
C 0.76327 1.91515 -2.06300 0.06
C 0.47531 0.97534 -0.96907 -0.15
N 0.12324 1.49771 0.20884 0.16
C -0.32417 0.69926 1.24072 -0.35
C 0.56948 0.31297 2.21850 -0.05
C 0.13054 -0.52448 3.21882 -0.03
C -1.18115 -1.11305 3.21108 -0.24
C -1.60165 -2.09955 4.24313 -0.24
N -1.61807 -1.40201 5.54158 0.00
C -2.08576 -0.66291 2.24141 -0.04
C -1.66713 0.28439 1.29893 -0.02
C 0.58153 -0.49487 -1.31580 -0.19
N 0.46476 -1.58752 -0.46506 0.13
C 0.91885 -0.87915 -2.59458 0.02
C 1.28586 0.09374 -3.64558 -0.33
O 1.50791 -0.33971 -4.77830 0.06
H 0.66077 1.95266 -5.98920 0.10
H 2.47057 1.84532 -5.81925 0.08
H 1.72319 3.35115 -6.14650 0.09
H 0.62812 2.96910 -1.82255 0.12
H 1.55727 0.73130 2.25051 0.12
H 0.79886 -0.76120 4.02867 0.10
H -2.64756 -2.43716 4.06687 0.12
H -0.95774 -2.98736 4.23111 0.12
H -2.24273 -0.62649 5.49299 0.06
H -0.69141 -1.07011 5.78919 0.06
H -3.11242 -1.02123 2.20016 0.11
H -2.27883 0.65492 0.49741 0.11
H 0.17295 -1.44217 0.49188 0.07
H 0.43158 -2.52636 -0.84750 0.11
H 0.91651 -1.92494 -2.86378 0.11
```

## Properties
* frontier orbital gap: 7.344 eV
* max |F|: 0.0783 hartree/bohr
* ΔE to the lowest compared entry with this formula, charge and spin: 72.8 kcal/mol
* SMILES: COC1=C/C(=N/c2ccc(CN)cc2)C(N)=CC1=O
* lowest unoccupied orbital energy: -0.04026 Eh

=====

Entry 2:
# C14H15N3O4

C14H15N3O4 in the gas phase (ωB97M-V/def2-TZVPD, OMol25).

XYZ file:
```
36
Properties=species:S:1:pos:R:3:lowdin_charge:R:1
C -2.21678 1.95781 2.51674 0.02
C -2.01572 1.13792 3.52940 -0.14
C -0.74152 0.40794 3.83206 -0.13
N 0.29802 0.63491 2.84108 0.05
C 1.21359 1.62914 3.10644 -0.48
O 1.22268 2.26924 4.13024 0.10
N 2.13324 1.82353 2.11164 0.21
C 2.24926 1.16800 0.89264 -0.41
O 3.15707 1.51489 0.15848 0.05
C 1.25725 0.13516 0.66052 0.00
C 1.21582 -0.59817 -0.54150 -0.19
C 2.14819 -0.35532 -1.67948 0.02
N 0.31935 -1.56007 -0.69441 0.09
C 0.08981 -2.34046 -1.88840 -0.08
C -0.69106 -1.57850 -2.91559 -0.28
C -0.38579 -1.18149 -4.18511 -0.03
C -1.52070 -0.48120 -4.66304 -0.06
C -2.42414 -0.50173 -3.64729 -0.11
O -1.93317 -1.16366 -2.58883 0.06
C 0.27239 -0.13344 1.69098 -0.35
O -0.59216 -1.01020 1.61185 0.05
H -3.16333 2.44692 2.36714 0.05
H -1.45121 2.17957 1.79115 0.06
H -2.80476 0.93635 4.24083 0.10
H -0.94028 -0.66711 3.87357 0.13
H -0.34922 0.74373 4.79637 0.13
H 2.82683 2.54303 2.28299 0.17
H 2.74618 -1.24844 -1.85795 0.10
H 1.57423 -0.14507 -2.58018 0.09
H 2.81419 0.47282 -1.46749 0.07
H -0.34000 -1.65267 0.09343 0.11
H -0.47629 -3.22540 -1.58465 0.14
H 1.03545 -2.66145 -2.33242 0.13
H 0.52348 -1.37125 -4.71842 0.11
H -1.63860 -0.02817 -5.62531 0.10
H -3.41232 -0.09714 -3.55750 0.12
```

## Properties
* frontier orbital gap: 9.373 eV
* max |F|: 0.0186 hartree/bohr
* ΔE to the lowest compared entry with this formula, charge and spin: 2.8 kcal/mol
* SMILES: C=CCN1C(=O)NC(=O)/C(=C(\C)NCc2ccco2)C1=O
* lowest unoccupied orbital energy: 0.02061 Eh

=====

Entry 3:
# C14H15N4O2

2 unconnected molecules or ions with the total composition C14H15N4O2 (ωB97M-V/def2-TZVPD, OMol25).

XYZ file:
```
35
Properties=species:S:1:pos:R:3:lowdin_charge:R:1
N -4.15129 -1.56123 -0.15620 0.19
C -2.78147 -1.62417 -0.08973 -0.16
N -1.80350 -2.77802 -0.11904 0.07
C -0.37552 -2.23326 -0.03310 -0.11
C -0.68601 -0.70590 0.47521 -0.28
C -0.35698 -0.47856 2.08085 -0.10
C 0.21816 0.95335 2.59754 0.02
C 0.47374 0.90533 4.20316 -0.04
C 0.14847 -0.43276 5.02456 -0.10
N -0.42134 -1.74405 4.60649 0.02
C -0.63118 -1.65353 3.13546 -0.09
N -2.06269 -0.27437 -0.02151 0.08
H -4.58018 -0.77833 -0.72926 0.17
H -4.70445 -2.26875 0.37935 0.16
H -2.00328 -3.44188 0.67684 0.14
H 0.18572 -2.24630 -1.06102 0.14
H 0.38215 -2.74275 0.69960 0.14
H 0.03424 0.06253 -0.05453 0.13
H 0.45152 1.86385 1.90124 0.10
H 0.89810 1.85423 4.76119 0.10
H 0.40493 -0.38497 6.19214 0.12
H -1.07632 -2.65704 2.66037 0.10
H -1.84535 -0.15454 -1.05639 0.12
C 2.97712 1.18369 -3.81064 0.04
C 1.86227 0.53355 -3.46313 0.02
C 0.82670 1.17869 -2.63210 -0.37
O -0.19309 0.58371 -2.31190 0.04
C 1.06997 2.56983 -2.20157 0.02
C 2.18482 3.21997 -2.54907 0.04
C 3.22038 2.57483 -3.38011 -0.37
O 4.24017 3.16981 -3.70031 0.13
H 3.74694 0.72493 -4.41905 0.13
H 1.66878 -0.48686 -3.77157 0.12
H 0.30015 3.02859 -1.59315 0.12
H 2.37831 4.24038 -2.24063 0.13
```

## Properties
* net charge: +1
* frontier orbital gap: 7.241 eV
* max |F|: 0.1563 hartree/bohr
* lowest unoccupied orbital energy: -0.16732 Eh

=====

Entry 4:
# C14H16

2 unconnected molecules or ions with the total composition C14H16 (ωB97M-V/def2-TZVPD, OMol25).

XYZ file:
```
30
Properties=species:S:1:pos:R:3:lowdin_charge:R:1
C -3.67407 1.79485 -0.42374 -0.05
C -2.63144 1.02542 0.35665 -0.28
C -1.57915 0.42045 -0.36958 -0.07
C -1.21439 -0.87163 -0.03237 -0.12
C -1.87177 -1.53935 0.99017 -0.10
C -2.56397 -0.77406 1.91882 -0.09
C -2.88761 0.56568 1.65074 -0.06
H -4.66710 1.40648 -0.17810 0.08
H -3.61750 1.55532 -1.48447 0.07
H -3.56665 2.87170 -0.25756 0.08
H -1.22782 0.97677 -1.23232 0.11
H -0.39670 -1.22468 -0.64989 0.10
H -1.76162 -2.61102 1.08408 0.10
H -2.89440 -1.12845 2.89191 0.10
H -3.59550 1.05079 2.30947 0.11
C 1.74446 -1.49963 1.16721 -0.07
C 2.42964 -0.65302 0.14346 -0.27
C 1.71601 0.49576 -0.24500 -0.09
C 2.03638 1.26657 -1.34863 -0.09
C 3.17885 0.97858 -2.10318 -0.08
C 3.86055 -0.15700 -1.69232 -0.11
C 3.56949 -0.96131 -0.58827 -0.05
H 2.47755 -2.03476 1.79253 0.08
H 1.08467 -2.24671 0.74424 0.07
H 1.23151 -0.98606 1.97978 0.08
H 0.97399 0.95419 0.40109 0.11
H 1.42341 2.16377 -1.37812 0.10
H 3.39892 1.46829 -3.03886 0.10
H 4.83476 -0.49255 -2.05873 0.10
H 4.18949 -1.81439 -0.34904 0.11
```

## Properties
* frontier orbital gap: 9.563 eV
* max |F|: 0.0485 hartree/bohr
* ΔE to the lowest compared entry with this formula, charge and spin: 43.6 kcal/mol
* SMILES: Cc1ccccc1.Cc1ccccc1
* lowest unoccupied orbital energy: 0.03542 Eh

=====

Entry 5:
# C14H16

2 unconnected molecules or ions with the total composition C14H16 (ωB97M-V/def2-TZVPD, OMol25).

XYZ file:
```
30
Properties=species:S:1:pos:R:3:lowdin_charge:R:1
C 1.80760 -2.27206 0.04786 -0.06
C 0.36001 -2.24206 0.40759 -0.27
C -0.27207 -1.01980 0.67977 -0.05
C -1.61603 -0.95908 1.01838 -0.08
C -2.35212 -2.15239 1.08678 -0.10
C -1.75527 -3.34473 0.72641 -0.10
C -0.40437 -3.40002 0.47121 -0.06
H 2.26169 -1.30636 -0.18785 0.06
H 1.97830 -2.90561 -0.82436 0.08
H 2.48228 -2.60912 0.84211 0.08
H 0.17942 -0.05551 0.47948 0.08
H -2.03239 -0.00525 1.29563 0.10
H -3.31273 -2.03772 1.57292 0.10
H -2.42453 -4.19826 0.71945 0.10
H 0.10746 -4.34382 0.32083 0.11
C 2.39456 2.10400 0.15119 -0.06
C 1.01701 2.26874 -0.41864 -0.30
C 0.61926 1.35251 -1.37023 -0.09
C -0.70533 1.33348 -1.81857 -0.08
C -1.63273 2.21184 -1.27758 -0.10
C -1.25702 3.09405 -0.25794 -0.08
C 0.08799 3.16045 0.09540 -0.05
H 3.18949 2.18399 -0.59768 0.08
H 2.56727 1.15020 0.65722 0.07
H 2.71780 2.82454 0.91178 0.08
H 1.32169 0.60883 -1.72506 0.11
H -1.11239 0.62269 -2.52585 0.11
H -2.64817 2.33333 -1.63569 0.10
H -1.92749 3.76938 0.25387 0.10
H 0.36080 3.83379 0.90155 0.11
```

## Properties
* frontier orbital gap: 9.787 eV
* max |F|: 0.0373 hartree/bohr
* ΔE to the lowest compared entry with this formula, charge and spin: 13.9 kcal/mol
* SMILES: Cc1ccccc1.Cc1ccccc1
* lowest unoccupied orbital energy: 0.03474 Eh

=====

Entry 6:
# C14H16

2 unconnected molecules or ions with the total composition C14H16 (ωB97M-V/def2-TZVPD, OMol25).

XYZ file:
```
30
Properties=species:S:1:pos:R:3:lowdin_charge:R:1
C 0.63831 3.61242 2.77051 -0.06
C 1.01330 2.25635 2.24767 -0.29
C 2.27763 2.14149 1.66875 -0.04
C 2.59815 0.97579 0.92556 -0.07
C 1.78352 -0.13298 1.03647 -0.12
C 0.51911 -0.03689 1.61144 -0.08
C 0.18114 1.15284 2.22753 -0.06
H 0.48410 4.30843 1.93643 0.08
H 1.38986 3.98596 3.45884 0.08
H -0.38741 3.60376 3.15715 0.08
H 3.06969 2.87113 1.70125 0.11
H 3.49542 0.93602 0.32571 0.10
H 2.08607 -1.14680 0.78901 0.10
H -0.18917 -0.84573 1.71216 0.09
H -0.75829 1.15727 2.77832 0.11
C -1.44766 -2.94940 -0.13670 -0.06
C -1.29733 -2.06706 -1.35316 -0.28
C -2.38354 -1.79451 -2.14971 -0.05
C -2.25933 -0.80346 -3.16147 -0.08
C -0.99442 -0.33702 -3.42664 -0.10
C 0.17046 -0.77512 -2.74115 -0.07
C -0.01237 -1.52276 -1.60849 -0.06
H -1.74397 -2.47854 0.80191 0.07
H -0.55380 -3.56288 -0.02075 0.08
H -2.28910 -3.63483 -0.31435 0.08
H -3.28182 -2.39287 -2.10086 0.11
H -3.11037 -0.69790 -3.80686 0.09
H -0.83795 0.35569 -4.24632 0.10
H 1.07288 -0.37608 -3.16661 0.10
H 0.76692 -1.80231 -0.91564 0.08
```

## Properties
* frontier orbital gap: 9.761 eV
* max |F|: 0.0454 hartree/bohr
* ΔE to the lowest compared entry with this formula, charge and spin: 24.1 kcal/mol
* SMILES: Cc1ccccc1.Cc1ccccc1
* lowest unoccupied orbital energy: 0.03460 Eh